Entry 1:
Formula: C45H100F2N6O4S2
Source: OMol25
Level of theory: ωB97M-V/def2-TZVPD

Geometry as ORCA input:
```
! RIJCOSX wB97M-V def2-TZVPD def2/J DEFGRID3
* xyz 5 2
C -10.173 2.644 -0.062
C -9.028 1.690 0.396
C -8.519 0.644 -0.679
N -7.323 -0.257 -0.302
C -6.096 0.663 -0.020
C -4.785 -0.110 0.228
C -4.449 -1.180 -0.818
C -5.642 -1.981 -1.354
C -7.074 -1.253 -1.473
C -7.475 -1.193 1.022
H -9.951 3.230 -0.954
H -10.584 3.318 0.690
H -11.000 2.033 -0.425
H -9.551 1.100 1.148
H -8.192 2.260 0.801
H -8.235 1.131 -1.611
H -9.375 -0.023 -0.782
H -6.009 1.286 -0.910
H -6.425 1.264 0.828
H -3.933 0.535 0.444
H -4.727 -0.548 1.225
H -4.077 -0.515 -1.597
H -3.714 -1.951 -0.584
H -5.414 -2.472 -2.300
H -5.691 -2.894 -0.761
H -7.106 -0.701 -2.412
H -7.947 -1.904 -1.489
H -7.511 -0.479 1.845
H -6.620 -1.864 1.105
H -8.498 -1.564 0.968
C 0.778 -7.438 1.833
C -0.076 -6.385 2.382
C 0.782 -5.198 3.012
N -0.080 -4.084 3.708
C 1.022 -3.132 4.329
C 0.345 -1.976 5.056
C -0.531 -1.140 4.042
C -1.520 -2.031 3.295
C -0.969 -3.317 2.676
C -1.013 -4.588 4.852
H 1.723 -7.102 1.406
H 0.309 -8.091 1.097
H 1.136 -8.055 2.657
H -0.738 -6.783 3.152
H -0.696 -5.920 1.615
H 1.622 -4.687 2.541
H 1.201 -5.602 3.934
H 1.458 -2.808 3.384
H 1.782 -3.704 4.862
H 1.134 -1.361 5.488
H -0.162 -2.232 5.986
H 0.090 -0.592 3.333
H -1.144 -0.406 4.566
H -1.917 -1.368 2.527
H -2.292 -2.222 4.041
H -0.338 -3.268 1.789
H -1.786 -3.956 2.340
H -1.274 -3.744 5.491
H -0.493 -5.386 5.382
H -1.912 -5.120 4.541
C 5.932 0.466 1.702
C 5.109 0.839 2.936
C 4.264 2.108 2.519
N 3.250 2.672 3.603
C 4.089 3.600 4.550
C 3.102 4.409 5.487
C 1.976 5.231 4.708
C 1.165 4.258 3.818
C 2.121 3.467 2.881
C 2.616 1.548 4.392
H 6.550 1.277 1.315
H 5.413 -0.006 0.868
H 6.607 -0.351 1.952
H 5.850 1.082 3.697
H 4.546 -0.073 3.131
H 3.536 1.774 1.779
H 4.778 2.989 2.134
H 4.615 4.322 3.926
H 4.807 2.893 4.967
H 3.752 5.031 6.102
H 2.617 3.739 6.198
H 2.373 5.929 3.971
H 1.410 5.619 5.555
H 0.443 4.798 3.206
H 0.632 3.517 4.415
H 2.704 4.183 2.301
H 1.615 2.768 2.215
H 3.375 0.873 4.789
H 1.984 1.083 3.636
H 2.068 1.941 5.249
C -1.375 -4.285 -0.982
C -0.514 -4.392 -2.253
C -0.284 -2.964 -2.956
N 0.581 -2.956 -4.194
C 0.788 -1.465 -4.678
C 1.236 -1.302 -6.071
C 0.697 -2.291 -7.084
C 0.554 -3.761 -6.604
C -0.120 -3.956 -5.235
C 1.993 -3.541 -3.751
H -0.685 -3.920 -0.222
H -1.778 -5.234 -0.629
H -2.273 -3.697 -1.175
H -0.961 -5.245 -2.764
H 0.431 -4.757 -1.852
H 0.233 -2.333 -2.233
H -1.279 -2.603 -3.216
H -0.203 -1.011 -4.697
H 1.481 -1.020 -3.964
H 0.797 -0.321 -6.249
H 2.320 -1.304 -6.185
H -0.253 -2.002 -7.535
H 1.446 -2.338 -7.874
H 0.200 -4.352 -7.449
H 1.498 -4.307 -6.574
H -1.137 -3.566 -5.277
H -0.120 -4.987 -4.882
H 2.448 -2.813 -3.080
H 2.669 -3.511 -4.605
H 1.854 -4.533 -3.321
C 1.295 2.675 -4.994
C 1.901 3.857 -4.321
C 2.902 3.458 -3.228
N 2.915 4.395 -1.973
C 4.045 3.852 -1.123
C 5.456 4.208 -1.632
C 5.721 5.639 -2.066
C 4.592 6.003 -3.079
C 3.158 5.848 -2.386
C 1.610 4.403 -1.083
H 0.995 1.890 -4.300
H 2.016 2.027 -5.491
H 0.472 3.003 -5.630
H 1.117 4.505 -3.930
H 2.330 4.489 -5.098
H 3.915 3.494 -3.629
H 2.693 2.478 -2.801
H 3.933 2.782 -0.943
H 4.057 4.343 -0.150
H 5.687 3.564 -2.480
H 6.181 3.904 -0.877
H 6.732 5.838 -2.422
H 5.609 6.308 -1.213
H 4.633 5.449 -4.017
H 4.812 7.039 -3.335
H 2.282 6.195 -2.934
H 3.042 6.458 -1.490
H 1.728 5.036 -0.204
H 1.382 3.365 -0.842
H 0.806 4.764 -1.724
N 1.100 0.930 0.859
S -0.175 0.900 0.113
O -1.249 -0.032 0.553
O -0.005 1.229 -1.309
F -0.977 2.287 0.654
S 1.754 -0.453 0.144
O 2.582 -0.255 -1.102
O 1.158 -1.761 0.368
F 2.939 -0.548 1.218
*
```

## Properties
- <S²>: 0.764
- Frontier orbital gap (alpha / beta): 7.37 / 2.73 eV
- E_LUMO (alpha / beta): -12.8 / -17.4 eV


Entry 2:
Formula: C45H101N5O8
Source: OMol25
Level of theory: ωB97M-V/def2-TZVPD

Geometry as ORCA input:
```
! RIJCOSX wB97M-V def2-TZVPD def2/J DEFGRID3
* xyz 0 1
O 1.136 0.529 1.092
H 0.374 0.776 1.616
H 0.783 0.363 0.218
O 3.218 0.170 1.228
H 3.348 -0.072 2.145
H 2.361 0.597 1.212
O 0.632 0.038 -0.899
H 0.162 -0.466 -1.563
H 1.544 0.027 -1.191
C -2.534 -0.400 1.102
C -2.649 0.910 0.148
C -4.128 1.215 -0.033
C -4.646 1.918 1.224
C -3.867 3.197 1.669
C -2.318 2.856 1.795
N -1.894 2.041 0.643
O -0.529 1.790 0.607
C -1.641 4.240 1.773
C -2.092 2.245 3.211
C -2.168 0.595 -1.226
H -2.903 -1.294 0.601
H -2.962 -0.351 2.104
H -1.489 -0.556 1.368
H -4.417 1.845 -0.874
H -4.657 0.284 -0.238
H -4.667 1.208 2.051
H -5.685 2.204 1.062
H -4.240 3.551 2.630
H -4.006 3.804 0.775
H -1.840 4.755 0.833
H -2.024 4.792 2.631
H -0.557 4.240 1.887
H -1.022 2.177 3.406
H -2.599 2.936 3.884
H -2.493 1.235 3.291
H -1.122 0.298 -1.301
H -2.162 1.384 -1.978
H -2.762 -0.192 -1.689
H -0.196 2.368 -0.083
C 1.658 -3.889 -2.263
C 0.482 -3.687 -1.260
C 0.982 -2.483 -0.220
C -0.146 -2.013 0.647
C -1.280 -1.498 -0.265
C -1.863 -2.509 -1.272
N -0.787 -3.239 -1.964
O -1.132 -4.193 -2.920
C -2.828 -3.433 -0.486
C -2.641 -1.782 -2.305
C 0.258 -4.993 -0.463
H 1.369 -4.524 -3.101
H 2.425 -4.490 -1.775
H 2.042 -2.955 -2.674
H 1.724 -2.963 0.419
H 1.460 -1.677 -0.777
H 0.182 -1.167 1.252
H -0.445 -2.672 1.462
H -1.009 -0.551 -0.732
H -2.048 -1.184 0.441
H -3.722 -3.556 -1.098
H -2.561 -4.473 -0.297
H -3.272 -2.970 0.396
H -3.009 -2.552 -2.983
H -3.550 -1.308 -1.935
H -2.184 -0.909 -2.771
H 1.098 -5.677 -0.583
H -0.602 -5.566 -0.811
H 0.081 -4.842 0.602
H -0.988 -3.748 -3.759
C 3.162 1.893 -0.629
C 3.375 0.923 -1.772
C 4.774 1.465 -2.324
C 5.367 0.452 -3.267
C 5.557 -1.007 -2.635
C 4.173 -1.511 -2.127
N 3.626 -0.481 -1.223
O 2.632 -0.934 -0.272
C 3.188 -1.855 -3.319
C 4.493 -2.861 -1.373
C 2.195 1.091 -2.805
H 3.955 1.785 0.111
H 2.246 1.599 -0.116
H 3.084 2.926 -0.968
H 4.630 2.418 -2.833
H 5.432 1.694 -1.485
H 6.386 0.741 -3.523
H 4.860 0.465 -4.231
H 6.230 -1.013 -1.778
H 5.839 -1.821 -3.303
H 3.404 -1.127 -4.101
H 3.492 -2.773 -3.823
H 2.100 -1.889 -3.276
H 3.603 -3.387 -1.026
H 5.113 -3.620 -1.850
H 5.038 -2.632 -0.457
H 2.580 0.967 -3.817
H 1.757 2.089 -2.853
H 1.438 0.344 -2.566
H 2.865 -0.644 0.613
C -3.227 -2.653 4.133
C -2.093 -2.502 5.197
C -0.941 -3.561 4.942
C -0.114 -3.230 3.732
C 0.514 -1.882 4.003
C -0.480 -0.677 4.247
N -1.537 -1.100 5.221
O -2.441 -0.120 5.551
C 0.377 0.366 4.890
C -1.066 -0.184 2.866
C -2.720 -2.866 6.573
H -3.853 -3.540 4.233
H -3.767 -1.710 4.050
H -2.892 -2.574 3.099
H -0.261 -3.581 5.794
H -1.265 -4.594 4.816
H 0.656 -3.966 3.496
H -0.612 -3.114 2.769
H 1.141 -1.513 3.191
H 1.089 -2.069 4.910
H -0.122 1.329 5.002
H 1.173 0.463 4.152
H 0.918 0.138 5.808
H -1.805 -0.848 2.418
H -0.221 -0.064 2.188
H -1.665 0.721 2.968
H -3.135 -3.854 6.371
H -1.932 -3.021 7.309
H -3.475 -2.135 6.862
H -2.306 -0.037 6.498
C -1.667 2.752 -3.659
C -0.192 2.212 -3.514
C 0.875 3.006 -4.361
C 1.117 4.473 -3.870
C 1.449 4.473 -2.390
C 0.571 3.663 -1.490
N 0.264 2.293 -2.104
O -0.486 1.456 -1.302
C 1.449 3.561 -0.182
C -0.754 4.408 -1.042
C -0.158 0.770 -3.982
H -2.337 2.678 -2.802
H -2.178 2.492 -4.586
H -1.531 3.830 -3.750
H 1.839 2.498 -4.356
H 0.630 3.036 -5.423
H 0.227 5.085 -4.016
H 1.915 4.972 -4.420
H 1.336 5.526 -2.134
H 2.501 4.197 -2.470
H 1.901 4.485 0.176
H 0.807 3.154 0.600
H 2.278 2.866 -0.315
H -1.351 3.682 -0.489
H -0.524 5.272 -0.418
H -1.372 4.712 -1.887
H 0.875 0.449 -4.113
H -0.524 0.675 -5.005
H -0.557 -0.034 -3.365
H 0.087 0.689 -1.223
*
```

## Properties
- Frontier orbital gap: 7.17 eV
- Energy relative to the best compared isomer or geometry (same formula, charge and spin): 48.599 eV
- E_LUMO: 0.6 eV


Entry 3:
Formula: C45H103O25PSSi
Source: OMol25
Level of theory: ωB97M-V/def2-TZVPD

Geometry as ORCA input:
```
! RIJCOSX wB97M-V def2-TZVPD def2/J DEFGRID3
* xyz 0 1
C 4.170 -5.725 3.163
C 3.087 -4.834 3.432
C 1.983 -3.608 3.157
C 0.496 -3.872 3.003
S -0.109 -5.662 3.189
C 0.412 -6.579 1.635
O -1.683 -5.698 3.239
O 0.384 -6.327 4.510
C -0.574 -2.627 2.678
O -1.814 -2.595 3.182
C 0.041 -1.469 1.639
C -0.886 -0.709 0.483
C -2.473 -1.111 0.391
C -2.769 -2.673 -0.024
O -3.377 -2.679 -1.363
Si -5.132 -2.740 -1.304
C -5.993 -1.067 -0.876
C -5.706 -3.203 -3.125
C -5.861 -4.108 -0.152
C -0.130 0.392 -0.523
C -1.016 1.116 -1.697
C -1.234 2.731 -1.508
C -1.070 3.392 -3.035
C -2.341 2.978 -4.018
O -2.185 1.664 -4.670
C -3.421 0.836 -4.471
O -3.683 -0.264 -5.229
C 1.505 0.660 -0.296
C 2.214 1.713 -1.333
C 3.365 1.071 -2.305
P 2.850 -0.490 -3.270
O 1.349 -0.944 -3.079
O 3.102 -0.169 -4.962
C 2.008 -0.680 -5.803
C 0.729 0.373 -5.950
O 3.843 -1.810 -2.638
C 4.192 -2.764 -3.702
C 4.015 -4.284 -3.046
C 2.419 -0.082 0.845
C 4.030 0.285 0.956
C 1.676 -1.166 1.824
C 2.506 -2.028 2.994
O 3.505 -1.524 3.726
H 5.162 -6.337 2.904
H 0.368 -5.791 0.753
H 1.542 -6.941 1.677
H -0.314 -7.456 1.334
H -3.116 -0.440 -0.322
H -2.932 -0.957 1.481
H -3.424 -3.146 0.823
H -1.729 -3.243 -0.064
H -5.557 -0.134 -1.443
H -7.125 -1.175 -1.236
H -6.062 -0.881 0.299
H -5.224 -2.384 -3.830
H -5.213 -4.226 -3.407
H -6.872 -3.194 -3.234
H -6.251 -3.671 0.872
H -6.826 -4.546 -0.700
H -5.105 -5.010 -0.018
H -2.067 0.643 -1.896
H -0.400 0.977 -2.710
H -2.304 2.955 -1.086
H -0.351 3.152 -0.855
H -0.896 4.553 -2.964
H -0.097 2.957 -3.571
H -3.302 3.024 -3.346
H -2.396 3.802 -4.866
H -4.210 1.047 -3.615
H 2.767 2.524 -0.654
H 1.479 2.318 -2.013
H 4.396 0.851 -1.754
H 3.629 1.907 -3.115
H 2.455 -0.767 -6.906
H 1.663 -1.783 -5.531
H 0.974 1.450 -5.561
H 0.332 0.354 -7.064
H -0.185 -0.012 -5.285
H 5.338 -2.627 -3.931
H 3.502 -2.733 -4.646
H 3.014 -4.718 -3.520
H 4.899 -4.968 -3.394
H 3.843 -4.261 -1.883
H 4.308 1.318 0.477
H 4.442 0.272 2.052
H 4.605 -0.553 0.334
C -3.726 5.045 1.056
O -3.640 4.631 -0.295
H -3.615 4.172 1.703
H -2.926 5.758 1.271
H -4.699 5.508 1.236
H -3.742 5.427 -0.844
C 2.580 -7.032 7.469
O 1.423 -6.219 7.544
H 3.061 -7.057 8.450
H 2.296 -8.047 7.180
H 3.274 -6.613 6.737
H 1.018 -6.216 6.660
C 6.423 0.903 4.580
O 5.530 0.627 3.516
H 6.881 1.881 4.414
H 5.874 0.915 5.524
H 7.203 0.139 4.609
H 5.140 -0.246 3.690
C -7.843 5.896 1.772
O -6.642 6.603 1.523
H -7.674 5.184 2.584
H -8.627 6.599 2.064
H -8.141 5.354 0.872
H -6.822 7.226 0.799
C 4.145 4.279 1.649
O 3.421 3.096 1.932
H 3.639 4.823 0.848
H 4.184 4.906 2.543
H 5.157 4.021 1.328
H 3.894 2.635 2.646
C 7.853 -5.715 4.682
O 7.729 -6.628 3.607
H 6.867 -5.549 5.123
H 8.522 -6.132 5.439
H 8.250 -4.767 4.313
H 8.619 -6.756 3.236
C -3.613 1.200 3.783
O -3.060 0.396 4.808
H -4.122 2.053 4.237
H -2.815 1.560 3.129
H -4.333 0.613 3.207
H -2.615 -0.353 4.375
C -9.481 0.195 -3.439
O -8.075 0.085 -3.311
H -9.957 -0.426 -2.677
H -9.780 1.237 -3.296
H -9.786 -0.149 -4.430
H -7.680 0.647 -4.000
C -3.144 6.279 -7.454
O -2.590 5.475 -6.429
H -3.653 7.133 -7.000
H -2.345 6.640 -8.108
H -3.864 5.693 -8.030
H -2.146 4.726 -6.862
C 3.384 -5.684 -6.459
O 4.537 -6.021 -5.709
H 3.209 -4.608 -6.377
H 3.541 -5.946 -7.508
H 2.520 -6.223 -6.063
H 4.667 -6.981 -5.801
C -5.711 5.326 -3.653
O -4.306 5.215 -3.525
H -6.187 4.704 -2.891
H -6.010 6.367 -3.509
H -6.016 4.981 -4.644
H -3.911 5.777 -4.213
C 6.591 4.833 5.523
O 5.698 4.557 4.459
H 7.049 5.811 5.357
H 6.042 4.845 6.467
H 7.371 4.068 5.552
H 5.307 3.684 4.633
C 9.956 -3.649 2.155
O 10.596 -4.718 2.827
H 8.883 -3.851 2.106
H 10.124 -2.719 2.704
H 10.355 -3.563 1.141
H 11.545 -4.511 2.855
C -9.163 1.900 0.092
O -7.998 1.144 -0.181
H -8.964 2.567 0.934
H -9.427 2.495 -0.786
H -9.984 1.227 0.349
H -8.205 0.562 -0.932
C 3.666 6.566 6.695
O 4.883 6.995 7.278
H 3.640 5.474 6.691
H 2.826 6.946 7.281
H 3.603 6.933 5.668
H 4.877 7.968 7.268
*
```

## Properties
- Frontier orbital gap: 6.28 eV
- E_LUMO: -2.0 eV


Which formula does entry 3 have?
C45H103O25PSSi